Entry 1:
Entry from the Open Molecules 2025 dataset: a molecular structure, C39H49F27I2O18P (ωB97M-V/def2-TZVPD).

The geometry in ORCA input format:
```
! RIJCOSX wB97M-V def2-TZVPD def2/J DEFGRID3
* xyz 1 1
I -2.81920 2.84111 0.66167
I -3.93641 0.82956 -3.77293
P -5.11568 0.65076 -0.82246
F -0.28396 5.56205 -3.78483
F -5.98802 4.31069 -5.78669
F -7.10595 5.65427 -7.07317
F 6.73238 -6.73510 -1.24562
F -0.23507 7.35695 -2.57394
F -0.79269 1.61301 3.66634
F 0.83933 -4.02567 -1.50551
F -0.07520 0.32288 5.25636
F 0.05929 -4.74868 0.38160
F 8.57697 -7.79230 -0.81064
F 6.95980 -7.79851 0.63126
F 4.98616 0.81787 2.89642
F 4.97562 6.98903 7.10005
F 5.71505 -1.03372 3.76053
F 5.97826 7.96014 5.43862
F 7.09342 7.42715 7.21972
F -6.18454 3.01722 -0.15805
F 0.33178 -10.01801 -1.49388
F -0.89457 -3.07774 -0.62247
F -2.01258 6.11479 -2.60238
F 0.12891 -7.96641 -2.17157
F -0.32910 -9.60165 -3.51519
F -7.44721 1.27583 0.12027
F -7.56144 3.53416 -7.05062
F -5.86499 1.69504 1.53659
F 6.25794 -0.50677 1.73165
F 1.12470 2.00099 4.59176
O 2.70677 -8.56110 -2.17878
O -2.09690 2.26859 5.87692
O -0.17201 3.21073 6.60205
O -3.38476 -1.83096 2.45331
O 5.36157 5.16979 5.22025
O -1.58891 8.61983 -4.52420
O -2.09756 6.59886 -5.41250
O 3.93683 -1.45997 0.90919
O 7.16790 -4.95850 0.61369
O 3.18472 -1.44958 3.03913
O -1.05839 -5.44727 -2.75282
O -7.74421 5.63894 -4.28450
O -9.34206 4.34237 -5.22292
O 2.29851 -9.84074 -3.99894
O -1.40253 -0.86996 2.03188
O -2.12971 -5.67668 -0.77187
O 7.55217 5.21000 5.77886
O 9.32446 -5.65052 0.66235
C -0.79157 2.48205 5.88957
C 7.99768 -2.67501 0.31929
C -3.14229 4.41531 6.40320
C -6.21075 1.75897 0.25997
C 5.28412 -0.46365 2.63333
C -8.64666 6.03051 -3.22477
C 6.45295 5.67660 5.77302
C -3.05857 -0.99060 0.25129
C -1.97965 3.06223 -2.24657
C -1.58802 7.42734 -4.51685
C -7.20138 4.56775 -6.30158
C -2.51978 -8.00560 -1.39936
C 0.48403 -9.20301 -2.54547
C -1.19632 -5.22077 -1.58932
C -8.71672 4.97409 -2.14581
C 7.47325 -3.71532 1.28042
C 2.01133 -2.19169 2.63293
C -1.71245 7.62020 -7.60014
C -2.86246 3.00352 6.86465
C 4.43776 -7.46879 -3.50410
C -0.26213 -4.26426 -0.81609
C -4.58107 -0.77494 0.13871
C 7.60658 -7.06065 -0.28234
C -2.65876 -1.23667 1.69895
C 5.47672 2.74891 5.53100
C 2.30513 -3.67392 2.58910
C -2.95214 2.35241 -1.35517
C -8.24660 4.81534 -5.19236
C 4.04526 -1.19511 2.07032
C -2.73262 7.21834 -6.56059
C 8.17157 -5.78939 0.38713
C -0.11055 1.58692 4.83119
C -0.99874 6.60785 -3.34828
C 4.12353 -8.52256 -2.46727
C 1.95345 -9.24379 -3.02381
C -3.08206 -6.60391 -1.35106
C -3.86945 1.46047 -1.77394
C 5.52102 3.89938 4.55337
C 6.11786 7.04501 6.40783
H -1.34151 2.34192 -2.76711
H -9.62766 6.23856 -3.64779
H -2.81750 -1.93039 -0.24977
H 3.97722 -7.70757 -4.46215
H -5.04026 -1.63057 -0.36245
H -9.33944 5.32453 -1.32385
H 7.29838 -2.53338 -0.50522
H 4.46151 -9.50970 -2.77845
H -2.32789 2.98756 7.81250
H 4.59563 -8.28639 -1.51736
H -3.32462 8.06738 -6.22314
H -3.78182 4.91913 7.12622
H -3.28016 -8.69434 -1.76447
H -1.35916 3.75877 -1.69309
H -2.22038 8.01003 -8.48093
H -3.40972 6.45747 -6.94122
H 4.68770 3.85182 3.85500
H -8.23430 6.96036 -2.84147
H -3.94956 -6.54810 -0.69770
H -2.22042 4.98691 6.30371
H -3.78033 2.43251 6.97913
H 6.52072 -3.40652 1.70639
H -1.04490 8.39154 -7.21863
H 8.12859 -1.72985 0.83555
H 6.31792 2.78708 6.22275
H -6.03569 0.20122 -1.75890
H -9.14420 4.04879 -2.53156
H -7.71780 4.76243 -1.76217
H -2.20775 -8.32510 -0.40539
H 1.39534 -4.22337 2.35490
H 1.25474 -1.96741 3.38047
H 8.95969 -2.96920 -0.09948
H 2.68108 -4.01440 3.55375
H -1.65786 -8.06101 -2.06299
H 3.05310 -3.90542 1.83116
H -5.04573 -0.73316 1.12792
H 1.66217 -1.82113 1.66958
H -2.54463 3.62066 -2.99762
H -1.19397 0.00768 1.68306
H -1.10977 6.76170 -7.89649
H 4.05943 -6.49800 -3.18204
H 5.51438 -7.39294 -3.64733
H 6.44624 3.90701 3.97854
H 5.51603 1.80553 5.00044
H -3.64857 4.40840 5.43695
H 8.16787 -3.89964 2.09888
H -3.36854 -6.24910 -2.34022
H -2.45180 -0.22301 -0.22755
H 4.55781 2.78441 6.11524
*
```

- LUMO level (eV) = -4.11
- orbital gap (eV) = 8.21


Entry 2:
Entry from the Open Molecules 2025 dataset: a molecular structure, C39H50AsF4MoN2SSi (ωB97M-V/def2-TZVPD).

The geometry in ORCA input format:
```
! RIJCOSX wB97M-V def2-TZVPD def2/J DEFGRID3
* xyz 1 3
Mo -0.12080 -0.70293 -0.20090
As -0.60301 2.26398 0.04597
S -2.20706 -0.53902 0.66656
Si -0.03898 -3.31206 0.03639
F 4.66756 -0.22412 0.39540
F 5.76829 0.73288 2.55296
F 1.54429 1.46434 4.47913
F 0.39466 0.53257 2.28369
N 0.76313 0.17278 -2.50775
N 1.77247 -0.35215 0.09244
C 3.70017 1.13764 3.58753
C -1.06390 -1.25553 -3.47224
C -3.85545 0.84581 2.29277
C -2.16589 5.29412 -2.47618
C -1.55777 3.28659 -1.30411
C -1.74637 -4.19170 -0.12524
C 0.98280 -4.03057 -1.38263
C 1.53692 4.59577 2.81066
C -2.52216 -3.53553 -1.28152
C -3.75215 3.21328 2.69914
C 1.53995 4.16366 0.06965
C 2.39432 -3.42343 1.49972
C -2.44093 2.55722 -2.10027
C 0.58797 3.75244 2.24526
C -3.03778 4.56954 -3.27552
C 2.32982 1.06502 3.47761
C -0.11823 -0.08282 -3.66753
C 0.90301 -3.75217 1.65214
C 1.73825 0.58366 2.33331
C 1.59733 1.39086 -2.68949
C -2.59277 -4.12329 1.15465
C 2.48030 5.22620 2.01021
C -1.57566 -5.67318 -0.51146
C 0.34885 -2.95967 2.84587
C 1.67156 -0.95636 -2.30634
C 3.84704 0.21116 1.35932
C -2.72206 0.95074 1.49049
C -1.42355 4.65514 -1.48895
C 4.43754 0.70073 2.51002
C -3.18102 3.19841 -3.08279
C 0.57777 3.54705 0.86964
C 0.78984 -5.24922 1.96994
C 2.48412 5.00728 0.63765
C 0.98824 2.52250 -3.50059
C -4.36321 1.98168 2.90208
C -2.62779 3.30803 1.89284
C 2.56754 -0.75492 -1.09393
C 2.45993 0.14463 1.22697
C -2.09015 2.17085 1.29570
H 1.11494 -5.88342 1.13973
H -3.61262 5.07212 -4.04367
H -3.48241 -4.04912 -1.41526
H 2.56698 -2.35150 1.39740
H 1.43481 -5.47994 2.82662
H -3.87158 2.63209 -3.69564
H -2.57129 -6.10882 -0.65860
H -0.22535 -5.53782 2.24216
H 0.89312 -3.22496 3.76192
H -0.71119 -3.15934 3.02179
H -1.57973 -1.19316 -2.51108
H 1.13914 -5.09328 -1.17088
H 1.87603 1.74901 -1.69791
H -1.07585 -6.26201 0.25440
H 1.55397 3.99106 -1.00118
H -2.16614 4.27429 1.72817
H 0.00972 2.82593 -3.14327
H 2.85368 -3.93423 0.64779
H 1.65516 3.38449 -3.42996
H -0.56913 -2.22535 -3.53429
H -2.74553 -2.48195 -1.10821
H -4.32980 -0.11783 2.43143
H 3.21516 5.88596 2.45504
H 1.97339 -3.58099 -1.49528
H 2.52678 1.08629 -3.18914
H -2.55554 1.48869 -1.95327
H -4.15635 4.10343 3.16484
H -1.83408 -1.23349 -4.24410
H -0.75308 5.23319 -0.86614
H 0.45809 -1.88574 2.70267
H -2.06155 6.36375 -2.61710
H 0.46522 -3.95917 -2.34556
H -0.70347 0.81580 -3.83966
H -2.74550 -3.10591 1.51566
H -3.58265 -4.55567 0.96173
H -1.97871 -3.61688 -2.22916
H 0.90455 2.26729 -4.55779
H 0.50112 -0.24825 -4.55932
H 3.06316 -1.69959 -0.87723
H -0.13807 3.26243 2.88116
H 4.17776 1.51787 4.48029
H -1.03003 -5.79986 -1.44969
H -2.14256 -4.70151 1.96459
H 2.93175 -3.74787 2.39924
H 3.22066 5.49367 0.01046
H -5.24297 1.90556 3.52908
H 2.32288 -1.11821 -3.17397
H 3.33678 -0.02481 -1.31438
H 1.53607 4.75752 3.88192
H 1.06723 -1.85762 -2.19465
*
```

- LUMO level (alpha / beta) (eV) = -4.44 / -3.62
- orbital gap (alpha / beta) (eV) = 6.11 / 6.93


Entry 3:
Entry from the Open Molecules 2025 dataset: a molecular structure, C39H50BClIrN2O9S3Si (ωB97M-V/def2-TZVPD).

The geometry in ORCA input format:
```
! RIJCOSX wB97M-V def2-TZVPD def2/J DEFGRID3
* xyz -2 2
Ir 0.06296 0.58615 -0.11517
Cl -3.84144 -1.54483 4.50647
S 1.96157 0.22911 -1.44022
S 0.02430 2.47562 1.46216
S -0.83289 2.05446 -1.57049
Si 2.97063 1.33294 -2.87040
O 3.15137 2.94519 -2.61168
O 1.87090 -1.34909 3.32348
O 1.38450 -0.32386 1.40492
O 4.50971 0.73117 -2.93289
O 0.69070 -2.30414 5.26080
O -1.67442 -1.84913 -0.32569
O -1.38147 -2.55359 6.01268
O -1.83828 -0.57618 -2.23546
O 2.47592 1.21504 -4.44650
N -2.45604 -0.53067 2.44427
N -1.20642 -0.30616 2.00574
C 0.23516 0.40170 -4.80081
C -3.54187 -0.09083 1.61733
C 3.44688 3.69961 -1.43341
C -4.46806 -2.99970 -3.07139
C -0.61221 -2.15672 5.16180
C -4.36046 -3.77571 -1.92504
C 1.24082 1.51036 -5.09344
C -3.64447 -1.88511 -3.27343
C -1.91274 5.86016 -0.87543
C 2.13116 4.09722 -0.78716
C -1.10302 -1.46630 3.93523
C 0.70934 2.86881 -4.64591
C 5.35907 -0.33561 -4.89541
C -0.93569 5.03772 1.16058
C 1.56259 1.54687 -6.58441
C 4.19357 -1.69698 -3.15440
C -1.10237 3.58064 -0.75461
C -5.65394 -0.43806 0.55677
C 4.20492 4.93197 -1.91356
C 4.30897 2.90151 -0.45809
C -0.71334 3.78745 0.57518
C -2.72914 -1.59480 -2.28847
C 5.08484 -0.48324 -3.39817
C -1.52156 6.07102 0.44622
C 1.84878 -5.63346 -0.25829
C -1.70895 4.62325 -1.46376
C -2.42315 -1.22137 3.61078
C 1.60222 -4.53942 -2.51443
C -4.66732 -0.87657 1.42940
C -4.36825 1.53047 0.06668
C 1.17775 -3.23282 -0.44139
C -3.42746 -3.46654 -0.92753
C -0.39090 -0.86542 2.86300
C 1.98917 -4.32916 -1.03977
C -5.50657 0.75877 -0.12948
C -3.38523 1.11437 0.94949
C 6.39107 -0.63946 -2.62828
C -2.62929 -2.36669 -1.13624
C 1.07148 -0.84211 2.50417
B -1.15222 -0.67468 -0.98132
H -3.34260 -4.05318 -0.02166
H -5.01258 -4.63113 -1.79541
H 4.44335 -0.03139 -5.40226
H -4.22609 2.46205 -0.46627
H 6.11713 0.43230 -5.06757
H 0.28500 -3.45564 0.12880
H -2.48850 1.70181 1.10166
H 4.61455 3.53974 0.37430
H -0.13662 3.16382 -5.27335
H -2.01459 4.44497 -2.48970
H 5.70891 -1.28074 -5.32016
H -0.63699 5.18212 2.19274
H 0.65591 1.72940 -7.16627
H 3.60404 5.47247 -2.64758
H 6.91402 -1.55021 -2.93196
H 0.63255 -0.55819 -5.14104
H 0.53711 -4.77149 -2.59724
H 1.78985 -3.63388 -3.09298
H 0.36864 2.83489 -3.60953
H -6.26674 1.07878 -0.83145
H 2.18763 -5.51023 0.77186
H 3.90210 -1.75742 -2.10623
H 2.30019 4.67331 0.12643
H 5.14536 4.63719 -2.38518
H 2.28306 2.34072 -6.79371
H 1.53529 4.69845 -1.47903
H 3.75188 2.05150 -0.05959
H 3.27590 -1.63053 -3.74236
H 1.55577 3.21103 -0.52487
H -0.71139 0.59717 -5.31209
H 6.18307 -0.69181 -1.55842
H 7.03864 0.21975 -2.81416
H 2.43016 -6.43869 -0.71646
H -4.75894 -1.83577 1.91631
H 1.99489 0.59384 -6.89771
H -5.19995 -3.26221 -3.82587
H 3.04360 -4.02548 -1.02890
H 2.17465 -5.36097 -2.95853
H 0.03685 0.33056 -3.73270
H 1.19727 -1.89442 4.45282
H 1.49858 3.61861 -4.72626
H -2.37669 6.65805 -1.44429
H -3.72529 -1.26297 -4.15509
H 0.79996 -5.94351 -0.22895
H 4.42171 5.59794 -1.07485
H -6.52915 -1.05525 0.39655
H 4.73106 -2.60675 -3.43663
H 1.40058 -2.19827 -0.67678
H -1.67246 7.03667 0.91539
H 5.19854 2.52067 -0.96476
*
```

- LUMO level (alpha / beta) (eV) = 4.12 / 4.11
- orbital gap (alpha / beta) (eV) = 5.82 / 5.82
- relative energy (zero: lowest compared OMol25 entry of this formula, charge and spin) (kcal/mol) = 41.2


Entry 4:
Entry from the Open Molecules 2025 dataset: a molecular structure, C39H50BrClMoN5O4S2Si (ωB97M-V/def2-TZVPD).

The geometry in ORCA input format:
```
! RIJCOSX wB97M-V def2-TZVPD def2/J DEFGRID3
* xyz 1 3
Mo 0.06487 0.27889 1.17628
Br -2.20295 -2.49302 1.66364
Cl -4.41419 -6.44612 -2.05962
S -0.04680 4.37349 -1.20044
S 2.10278 2.36077 2.16309
Si -2.59878 1.34206 2.98398
O 0.95541 1.51810 2.72589
O -0.65506 -2.84275 -4.52038
O -1.56194 0.65851 1.89475
O 1.78902 -0.04181 0.66694
N 0.50496 -2.08092 -2.16740
N -0.02162 -0.97562 -2.73228
N 0.18586 -1.32383 2.53799
N -0.02614 1.92820 0.09653
N -0.45146 -0.79596 -0.61315
C 0.20421 -2.70384 4.98561
C 1.23374 -1.27448 3.40037
C 4.08321 1.60225 5.61312
C -3.34245 -2.34953 -3.63777
C -4.25612 0.45401 2.97640
C 2.47411 -1.74581 5.52668
C -0.56515 -0.20363 -1.79954
C -0.04518 2.98540 -0.43823
C 2.21115 5.06383 1.82772
C 4.71529 2.05601 2.94135
C 5.72252 1.79241 3.85820
C 0.46442 -0.26797 -7.08124
C 3.39959 2.09413 3.37696
C 0.18432 -0.66591 -4.13965
C -4.29782 -4.54779 -3.97847
C -1.77068 1.08326 4.67293
C -3.96691 -3.28893 -4.45440
C -3.41043 -3.94942 -1.82401
C -0.53651 -2.50600 -7.51151
C 3.07116 1.86345 4.70427
C -0.83738 -2.86180 4.08856
C -2.71622 3.16289 2.51407
C -2.97244 -0.98791 -4.17483
C 1.28851 -1.91069 4.61834
C 1.66269 4.04174 2.58615
C 0.21985 -1.95719 -0.90515
C -0.80573 -2.17077 2.89751
C -3.08593 -2.69520 -2.31747
C 0.35505 5.59778 3.82974
C 0.89754 6.63379 3.07995
C -4.00848 -4.87436 -2.66230
C 0.73568 4.28877 3.58608
C 1.82796 6.36974 2.08505
C -2.00915 -1.00528 -5.37831
C 5.40669 1.56705 5.19017
C 0.22235 -1.65743 -6.48019
C 3.02863 0.00804 0.03214
C -0.59455 -1.57411 -5.13440
C 1.58005 -2.33771 -6.22619
H 2.31049 -1.65692 -5.78571
H -4.16296 -0.56311 3.36068
H 3.38882 -1.56527 4.96366
H 1.01377 0.38576 -6.40121
H 6.19479 1.35604 5.90062
H -0.37310 5.81432 4.59997
H 2.07279 -0.68399 3.05879
H 6.75196 1.74948 3.52913
H 1.25023 -0.78654 -4.31226
H -0.79983 -3.48984 -7.11542
H -4.78393 -5.27063 -4.61923
H 2.24003 7.17632 1.49437
H -1.04444 0.74429 -1.97596
H 3.83796 1.42213 6.65153
H 0.30368 3.46456 4.13980
H 1.46617 -3.19675 -5.56668
H 3.03833 -0.68470 -0.81544
H -0.68483 1.13372 4.57415
H -4.21318 -3.03652 -5.47981
H -3.88654 -0.49185 -4.51065
H -4.69125 0.39412 1.97727
H -2.56541 -0.38159 -3.36555
H 3.83246 -0.28257 0.71734
H -4.96177 0.98659 3.61805
H 2.00227 -2.68173 -7.17017
H -2.48121 -1.58922 -6.16799
H -1.66978 -3.51479 4.30500
H 0.58233 7.65213 3.26354
H 0.19221 -3.21629 5.93828
H -3.12696 3.77411 3.32056
H 2.31986 -0.89484 6.19349
H -2.02192 0.10217 5.08455
H -1.16550 -3.44349 -5.07545
H -0.09517 0.37366 -4.29379
H -2.08795 1.83351 5.40089
H 0.09920 -2.66837 -8.38145
H -0.46978 0.22413 -7.35443
H 2.91828 4.83238 1.04053
H -3.20172 -4.20228 -0.79288
H 2.03272 1.87566 5.01239
H -1.72726 3.55088 2.26117
H -2.63002 -1.97359 -1.64708
H 0.45914 -2.71155 -0.17519
H 1.06009 -0.36855 -7.98947
H 2.60822 -2.63024 6.14678
H -1.44199 -2.01331 -7.86397
H -3.35464 3.29773 1.63847
H 4.94788 2.23239 1.89758
H 3.23643 1.01591 -0.34616
H -1.91051 0.01771 -5.74618
*
```

- LUMO level (alpha / beta) (eV) = -2.67 / -3.20
- orbital gap (alpha / beta) (eV) = 6.75 / 7.38